DFT (ωB97M-V/def2-TZVPD) results for a molecular structure, C8H12NO at a distorted geometry.

Structure (ORCA input):
```
! wB97M-V def2-TZVPD RIJCOSX def2/J DEFGRID3
* xyz 1 1
C 0.196 -0.041 -2.640
C 1.312 0.813 -2.601
C -0.074 -0.294 -1.241
C 0.930 0.374 -0.561
C -1.039 -0.916 -0.338
C 0.226 0.719 1.197
C -0.428 -0.630 1.107
C 0.553 -1.795 1.517
N -0.752 1.865 0.987
O 1.663 1.172 -1.362
H -0.273 -0.483 -3.447
H 1.750 1.428 -3.265
H -2.051 -0.392 -0.431
H -1.169 -1.923 -0.520
H 0.892 0.916 2.015
H -1.267 -0.678 1.920
H -0.116 -2.586 1.802
H 1.017 -1.691 2.441
H 1.367 -2.008 0.849
H -0.544 2.125 -0.018
H -0.500 2.624 1.606
H -1.694 1.402 0.981
*
```

Output
**Total energy**: -12017.9711 eV
**Energy relative to the best compared isomer or geometry (same formula, charge and spin)**: 248.6 kJ/mol
**HOMO energy**: -12.567 eV